ORCA calculation (wB97M-V/def2-TZVPD) on a molecular structure, C34H29BF2IN7O9V.

```
84
Properties=species:S:1:pos:R:3:forces:R:3
V -1.163 0.101 0.054 -0.43 0.76 0.25
C -2.630 -2.156 2.502 -0.05 0.06 -0.01
C -1.256 -2.739 2.589 0.03 -0.07 0.11
N -1.021 -3.614 3.552 -0.07 0.04 -0.06
C 0.190 -4.171 3.644 0.07 -0.04 0.02
C 1.208 -3.956 2.741 -0.09 0.05 -0.01
C 2.491 -4.720 2.919 0.01 -0.01 -0.01
O 2.648 -5.784 1.977 0.02 -0.02 0.01
C 0.978 -3.053 1.682 -0.10 -0.14 0.05
C 1.974 -2.950 0.611 -0.12 -0.05 0.10
N 1.856 -2.248 -0.442 0.23 0.08 -0.03
C 2.905 -2.306 -1.371 -0.21 -0.12 -0.04
C 4.227 -2.063 -0.999 0.03 0.01 -0.05
C 5.240 -2.057 -1.948 -0.01 0.02 0.02
C 4.942 -2.297 -3.279 0.05 -0.03 -0.04
C 3.629 -2.534 -3.663 -0.11 -0.07 -0.02
C 2.609 -2.529 -2.723 0.22 -0.04 0.10
I 0.629 -2.787 -3.304 0.06 0.05 -0.07
C -0.249 -2.368 1.655 0.40 0.00 -0.01
O -0.451 -1.421 0.787 -0.29 -0.31 -0.07
H -3.343 -2.879 2.894 -0.01 0.01 0.03
H -2.898 -1.898 1.477 0.02 -0.03 -0.01
H -2.697 -1.237 3.088 0.01 0.00 -0.02
H 0.344 -4.844 4.484 0.00 0.00 -0.01
H 2.520 -5.114 3.940 0.00 -0.01 0.00
H 3.367 -4.083 2.793 -0.01 0.01 -0.01
H 1.787 -6.203 1.876 -0.01 0.02 -0.02
H 2.827 -3.625 0.727 0.10 0.05 -0.02
H 4.444 -1.836 0.038 -0.02 -0.02 0.02
H 6.259 -1.850 -1.643 0.00 0.00 0.00
H 5.724 -2.281 -4.029 -0.02 0.01 0.00
H 3.387 -2.699 -4.705 0.02 0.02 0.01
O -7.378 2.865 -0.741 0.09 0.16 -0.03
C -6.604 2.500 -1.651 -0.11 -0.35 0.04
O -6.822 2.392 -2.878 0.00 0.09 -0.02
C -5.182 2.079 -1.220 0.03 0.19 0.05
C -4.640 2.495 -0.072 -0.26 -0.05 0.05
C -3.257 2.148 0.381 0.12 0.19 -0.12
N -2.505 1.318 -0.572 0.07 -0.67 0.29
C -3.126 0.936 -1.764 0.04 0.01 -0.35
C -4.375 1.263 -2.118 0.05 0.15 -0.07
C -2.244 0.026 -2.554 0.12 -0.21 -0.29
O -2.405 -0.317 -3.717 -0.16 0.19 0.12
O -1.212 -0.364 -1.842 0.16 -0.10 0.31
H -5.249 3.112 0.581 0.03 -0.02 0.02
H -2.684 3.072 0.563 -0.02 -0.01 0.02
H -4.790 0.943 -3.062 0.02 -0.03 0.00
O 2.410 3.057 2.619 0.02 -0.04 0.09
C 1.276 3.712 3.147 0.00 0.02 0.04
N 0.796 3.142 4.387 0.00 -0.14 -0.03
C -0.534 2.894 4.731 0.04 0.06 -0.06
O -0.882 3.097 5.896 0.02 0.03 -0.03
C -1.432 2.396 3.705 0.05 -0.07 -0.02
C -2.865 2.567 3.836 -0.11 -0.04 -0.05
C -3.703 2.070 2.919 -0.01 0.05 0.09
C -3.197 1.351 1.702 0.02 0.12 0.06
N -1.789 0.942 1.822 0.09 -0.22 -0.51
C -1.009 1.545 2.706 0.22 0.11 0.14
H 2.123 2.311 2.073 -0.03 0.05 0.00
H 0.458 3.727 2.430 -0.04 -0.01 0.01
H 1.607 4.740 3.327 -0.01 0.00 0.01
H 1.326 3.386 5.210 0.00 0.06 0.00
H -3.235 3.092 4.708 -0.01 -0.01 0.00
H -4.776 2.188 3.018 0.01 0.00 0.00
H -3.807 0.456 1.510 0.02 -0.02 0.07
H 0.041 1.265 2.653 -0.03 0.03 0.04
N 1.751 1.313 -6.598 -0.06 0.04 -0.02
C 2.509 0.802 -5.595 -0.06 -0.01 0.00
O 3.547 0.210 -5.813 0.15 -0.04 -0.03
C 2.013 1.029 -4.193 0.04 -0.01 -0.12
C 0.766 1.559 -3.895 -0.07 0.03 0.06
C 0.391 1.676 -2.576 -0.03 0.02 -0.02
N 1.195 1.273 -1.592 -0.07 0.31 0.38
C 2.404 0.787 -1.860 0.04 -0.09 0.11
C 2.855 0.657 -3.156 -0.02 -0.04 0.02
H 2.004 1.053 -7.535 0.00 -0.02 -0.01
H 0.822 1.654 -6.436 -0.03 -0.02 -0.01
H 0.039 1.849 -4.640 0.02 0.01 -0.03
H -0.564 2.075 -2.263 -0.03 0.00 -0.01
H 2.982 0.488 -0.999 0.03 0.03 -0.04
H 3.825 0.233 -3.367 -0.01 0.04 0.00
F 1.665 1.000 0.789 0.21 -0.24 0.05
B 0.607 1.387 -0.052 -0.14 0.24 -0.37
F 0.374 2.752 0.125 -0.10 -0.01 -0.04
```
Forces are in eV/Å.

Summary:
Gap between HOMO and LUMO (alpha / beta), Ha: 0.1854 / 0.1861
Strongest force on any atom, eV/Å: 0.91
Total energy, a.u.: -3840.09712
Charge: -2
<S²>: 0.7870
2S+1: 2
Energy above the lowest of the compared OMol25 structures with the same formula, charge and spin, kcal per mole: 35.1